Record 1
{
  "formula": "C20H36INO2S",
  "method": "wB97M-V/def2-TZVPD",
  "symbols": ["C", "O", "C", "C", "C", "C", "C", "C", "C", "C", "N", "S", "C", "C", "C", "I", "C", "C", "C", "C", "C", "C", "C", "C", "H", "H", "H", "H", "H", "H", "H", "H", "H", "H", "H", "H", "H", "H", "H", "H", "H", "H", "H", "H", "H", "H", "H", "H", "H", "H", "H", "H", "H", "H", "H", "H", "H", "H", "H", "O", "H"],
  "xyz": [[3.7005, 1.2645, 0.2331], [3.7792, 0.6244, -1.0411], [2.5696, 0.8439, -1.7390], [2.2433, -0.2326, -2.7722], [1.2870, -1.2308, -2.0979], [0.3091, -1.9750, -3.0372], [-1.0805, -1.9938, -2.3786], [-1.0949, -2.6837, -1.0023], [-2.1813, -2.1069, -0.0430], [-1.8057, -2.1429, 1.4455], [-1.2712, -0.9126, 2.1444], [-2.0308, -0.8685, 3.7808], [0.2354, -0.9674, 2.4240], [1.0738, -1.6360, 1.3631], [2.5281, -1.6485, 1.8621], [3.3127, -3.6593, 1.9846], [-1.6916, 0.4330, 1.6028], [-0.9334, 0.9924, 0.4440], [-1.4956, 2.3324, 0.0277], [-2.4325, 2.9983, 0.7207], [-2.8729, 4.1908, 0.2809], [-2.3938, 4.7206, -0.8401], [-1.4500, 4.0765, -1.5391], [-1.0227, 2.8878, -1.1021], [4.4015, 0.7675, 0.9075], [2.6869, 1.1649, 0.6545], [3.9661, 2.3274, 0.2081], [1.7544, 0.9253, -1.0189], [2.6264, 1.8328, -2.2281], [1.7552, 0.2766, -3.6028], [3.1642, -0.7376, -3.0575], [0.6642, -0.6321, -1.4422], [1.8693, -1.9709, -1.5487], [0.2386, -1.4175, -3.9718], [0.6638, -2.9748, -3.2939], [-1.4552, -0.9671, -2.3572], [-1.7601, -2.5452, -3.0335], [-1.3596, -3.7190, -1.2152], [-0.1137, -2.7130, -0.5357], [-3.0437, -2.7638, -0.1393], [-2.5099, -1.1496, -0.4433], [-2.6952, -2.4440, 1.9840], [-1.1110, -2.9646, 1.5911], [-1.6021, -2.0695, 4.2095], [0.6321, 0.0575, 2.5945], [0.3795, -1.5064, 3.3576], [1.0096, -1.1908, 0.3750], [0.8013, -2.6848, 1.2635], [2.6041, -1.2474, 2.8615], [3.1750, -1.1053, 1.1957], [-1.6897, 1.1398, 2.4288], [-2.7378, 0.3195, 1.3062], [-0.9846, 0.3552, -0.4421], [0.1372, 1.1676, 0.6698], [-2.8319, 2.5704, 1.6293], [-3.6393, 4.7255, 0.8272], [-2.7558, 5.6766, -1.1956], [-1.0338, 4.5011, -2.4409], [-0.2772, 2.3576, -1.6753], [1.1277, 1.4893, 2.0497], [0.6617, 1.8421, 2.8076]],
  "forces_ev_per_a": [[0.00, -0.28, 0.36], [-0.42, -0.22, 0.31], [0.51, 0.95, -0.62], [-0.14, -0.08, 1.20], [-0.01, -0.35, -1.33], [0.02, 0.52, 0.38], [0.29, -0.60, -0.53], [-0.63, 0.20, -0.21], [0.75, -0.40, -0.62], [-0.82, -0.38, -0.61], [0.69, -0.24, 1.19], [-0.19, 0.25, 0.07], [0.21, -0.82, 0.32], [0.27, -0.57, 0.24], [-0.29, -0.10, -0.17], [-0.03, 0.27, -0.01], [-0.81, -0.17, -0.56], [0.30, 0.07, -1.31], [0.75, -2.44, 0.85], [-0.84, -0.94, 2.02], [-2.16, 1.10, 1.79], [-0.80, 2.85, -1.29], [1.02, 0.74, -2.03], [1.90, -1.22, -1.54], [0.08, 0.03, -0.12], [0.41, 0.22, 0.09], [-0.08, -0.03, -0.26], [-0.13, -0.01, 0.07], [0.03, -0.10, 0.00], [0.08, -0.28, -0.27], [0.02, 0.18, -0.43], [-0.02, -0.14, 0.33], [-0.04, 0.21, 0.40], [-0.06, -0.05, -0.13], [-0.06, -0.06, 0.10], [0.06, 0.05, 0.28], [-0.16, 0.13, -0.02], [0.15, -0.20, 0.25], [-0.08, 0.22, -0.12], [-0.19, 0.06, 0.13], [0.01, 0.21, 0.46], [-0.18, 0.29, 0.16], [0.27, 0.19, 0.19], [0.06, 0.02, -0.25], [-0.18, 0.47, -0.59], [-0.27, -0.43, -0.01], [0.01, 0.29, 0.24], [-0.22, 0.03, -0.18], [0.17, 0.11, 0.15], [0.27, 0.06, -0.06], [0.41, -0.13, 0.17], [-0.10, -0.15, 0.15], [-0.24, -0.26, 0.07], [-0.41, -0.12, 0.57], [-0.17, 0.19, 0.08], [-0.03, -0.02, 0.12], [-0.07, 0.07, 0.06], [-0.01, 0.06, -0.11], [0.23, -0.15, -0.07], [0.83, 0.29, 0.41], [0.04, 0.60, 0.27]],
  "mulliken_charge": [-0.437, -0.433, 0.482, -1.159, 1.511, -1.179, -1.075, -0.360, -1.095, -1.014, 0.534, -0.146, -1.129, 1.775, -1.606, -0.016, -3.109, 3.669, -0.263, -0.514, -1.132, -0.412, -0.967, 0.369, 0.277, 0.040, 0.307, -0.484, 0.446, 0.420, 0.378, -1.299, 0.431, 0.400, 0.326, 0.398, 0.475, 0.587, 0.150, 0.549, 0.641, 0.454, 0.629, 0.218, 0.117, 0.646, -1.266, 0.707, 0.627, 0.537, 0.994, 0.705, -0.888, -0.803, 0.359, 0.398, 0.384, 0.433, 0.298, -1.080, 0.195],
  "homo_lumo_gap_ha": 0.25284,
  "charge": 0,
  "e_homo_ev": -7.296,
  "lumo_energy_ev": -0.42
}

---

Record 2
{
  "formula": "C42H61ClIN2O7PS",
  "method": "wB97M-V/def2-TZVPD",
  "symbols": ["C", "C", "C", "N", "C", "C", "C", "C", "C", "O", "C", "C", "C", "C", "C", "I", "C", "O", "C", "C", "C", "C", "C", "N", "C", "C", "C", "C", "O", "C", "C", "C", "C", "C", "C", "C", "C", "S", "C", "P", "O", "Cl", "C", "C", "O", "H", "H", "H", "H", "H", "H", "H", "H", "H", "H", "H", "H", "H", "H", "H", "H", "H", "H", "H", "H", "H", "H", "H", "H", "H", "H", "H", "H", "H", "H", "H", "H", "H", "H", "H", "H", "H", "H", "H", "H", "H", "C", "C", "O", "C", "C", "H", "H", "H", "H", "H", "H", "H", "H", "H", "H", "C", "C", "O", "C", "C", "H", "H", "H", "H", "H", "H", "H", "H", "H", "H"],
  "xyz": [[7.9078, 7.0945, 0.9606], [8.1549, 5.9159, 0.0222], [7.2594, 5.9864, -1.2090], [7.3828, 4.8007, -2.0932], [6.5593, 3.7135, -1.6955], [7.0925, 2.5824, -1.0434], [8.5569, 2.4332, -0.6958], [8.7318, 1.9397, 0.7686], [9.0910, 0.4613, 0.7972], [8.6968, -0.1223, 2.0179], [8.8020, -1.5314, 1.9536], [6.2138, 1.5651, -0.6770], [4.8631, 1.6577, -0.9261], [4.3232, 2.7627, -1.5797], [5.1773, 3.7930, -1.9739], [4.4016, 5.4666, -2.9989], [2.8469, 2.7365, -1.7872], [2.3282, 3.0434, -2.8209], [2.0785, 2.2353, -0.6056], [0.8880, 2.8390, -0.1706], [0.3945, 4.0533, -0.9265], [-0.6291, 3.7162, -2.0478], [-0.3080, 4.3791, -3.4019], [-0.2101, 3.4472, -4.5346], [0.2275, 2.3293, 0.9583], [-1.0385, 2.9723, 1.4929], [-2.3922, 2.2439, 1.2626], [-3.0822, 2.6636, -0.0371], [-2.3071, 0.8366, 1.2853], [-3.4406, 0.1836, 1.8492], [-3.1320, -0.4544, 3.1737], [-2.7934, -1.8059, 3.2065], [-2.4559, -2.4300, 4.4021], [-2.4489, -1.7130, 5.5934], [-2.8144, -0.3680, 5.5656], [-3.1515, 0.2561, 4.3712], [0.8263, 1.2501, 1.6410], [0.1329, 0.6582, 3.1825], [2.0059, 0.6302, 1.2039], [2.6794, -0.7900, 2.2302], [2.7088, -2.0260, 1.1582], [4.7041, -0.3311, 2.3275], [2.6335, 1.1324, 0.0530], [3.9197, 0.6017, -0.5033], [4.1627, -0.5599, -0.6312], [6.8933, 7.0194, 1.3439], [8.6324, 7.0917, 1.7660], [7.9555, 8.0232, 0.3954], [7.9302, 4.9942, 0.5630], [9.1987, 5.8683, -0.2970], [6.2384, 6.0645, -0.8519], [7.4830, 6.8858, -1.7784], [8.3501, 4.5218, -2.0122], [9.0449, 3.3973, -0.7486], [9.0548, 1.7313, -1.3602], [9.5363, 2.5088, 1.2301], [7.8413, 2.1389, 1.3545], [8.5765, -0.0438, -0.0274], [10.1676, 0.3393, 0.6451], [8.7853, -1.9393, 2.9581], [9.7401, -1.8359, 1.4862], [7.9643, -1.9390, 1.3841], [6.5841, 0.6887, -0.1682], [-0.0112, 4.7842, -0.2346], [1.2219, 4.5480, -1.4171], [-0.7067, 2.6392, -2.1491], [-1.5830, 4.1173, -1.7277], [-1.1167, 5.0657, -3.6492], [0.5918, 4.9875, -3.3447], [-0.1259, 2.4926, -4.2133], [-1.0555, 3.4823, -5.0862], [-0.8662, 3.1686, 2.5487], [-1.1598, 3.9448, 1.0344], [-3.0588, 2.5910, 2.0558], [-2.7044, 2.1070, -0.8846], [-4.1482, 2.4906, 0.0940], [-2.9768, 3.7354, -0.1756], [-4.3096, 0.8396, 1.9092], [-3.7076, -0.6205, 1.1639], [-2.7901, -2.3539, 2.2752], [-2.1729, -3.4723, 4.4095], [-2.1688, -2.1881, 6.5184], [-2.8064, 0.1744, 6.5000], [-3.4273, 1.3022, 4.3894], [0.2023, 1.7960, 3.8903], [1.8318, -2.1643, 0.7811], [-6.9782, -5.8410, 0.5018], [-6.2878, -4.4907, 0.5736], [-5.2847, -4.4014, 1.5710], [-4.2067, -5.3099, 1.4503], [-3.4308, -5.1736, 0.1504], [-7.4237, -6.0925, 1.4657], [-7.7641, -5.8213, -0.2552], [-6.2847, -6.6417, 0.2392], [-7.0199, -3.7249, 0.8307], [-5.8787, -4.2163, -0.4055], [-4.5574, -6.3392, 1.5858], [-3.5411, -5.0945, 2.2873], [-4.0499, -5.3876, -0.7214], [-2.5902, -5.8683, 0.1404], [-3.0451, -4.1582, 0.0412], [-10.9423, -5.2618, -3.9854], [-9.5135, -5.5345, -3.5468], [-9.4087, -6.1988, -2.3008], [-10.0177, -7.4745, -2.2160], [-9.4651, -8.4918, -3.1997], [-11.4664, -4.6731, -3.2314], [-10.9464, -4.7097, -4.9256], [-11.5068, -6.1824, -4.1388], [-8.9898, -4.5874, -3.4148], [-8.9710, -6.0869, -4.3223], [-11.1048, -7.3867, -2.3211], [-9.8299, -7.8173, -1.1981], [-9.6369, -8.1969, -4.2355], [-9.9441, -9.4590, -3.0456], [-8.3894, -8.6096, -3.0617]],
  "forces_ev_per_a": [[-0.08, -0.31, -0.66], [-0.13, -0.06, -0.02], [0.08, -0.15, 0.18], [-0.05, 0.04, 0.68], [0.06, 0.37, -0.16], [-0.47, -0.12, -0.33], [-0.46, 0.21, 1.01], [0.52, 0.03, -0.38], [-0.49, 0.13, 0.15], [0.24, 0.00, 0.09], [-0.06, 0.09, 0.00], [0.20, 0.01, -0.25], [-0.01, 0.40, -0.05], [0.63, 0.48, 0.08], [-0.15, -0.30, -0.05], [0.17, -0.23, 0.08], [0.26, -0.18, 0.58], [-0.47, 0.24, -0.79], [0.12, -0.41, 0.43], [0.06, 0.16, -0.21], [-0.15, -0.25, -0.25], [0.37, 0.87, 0.31], [-0.36, -0.34, -0.39], [-0.15, 0.06, 0.02], [0.12, -0.20, -0.26], [0.27, -0.42, -0.13], [-0.07, 0.43, -0.28], [-0.14, 0.18, 0.66], [0.06, 0.07, 0.24], [0.10, -0.50, -0.23], [0.00, -0.17, 0.30], [0.02, 0.27, 0.21], [0.12, 0.09, 0.07], [-0.21, 0.30, -0.67], [0.21, -0.26, 0.11], [0.01, -0.16, 0.17], [0.18, 0.15, 0.36], [-0.20, -0.10, 0.17], [0.35, -0.20, -0.38], [-0.27, 0.08, 0.51], [0.02, 0.02, 0.04], [0.00, 0.05, -0.11], [-0.72, 0.33, 0.20], [-0.17, 0.52, 0.05], [0.22, -0.98, -0.20], [-0.03, 0.04, 0.30], [-0.03, 0.19, 0.21], [0.20, 0.21, 0.12], [0.09, -0.14, 0.00], [0.12, 0.04, 0.07], [-0.24, 0.05, -0.16], [-0.02, 0.10, -0.14], [0.06, -0.13, -0.39], [0.23, 0.06, -0.29], [0.08, 0.07, -0.28], [0.07, 0.03, 0.13], [-0.21, -0.14, 0.05], [0.02, -0.15, -0.10], [0.12, -0.11, -0.08], [-0.11, 0.09, 0.17], [0.11, -0.04, -0.09], [-0.02, -0.13, -0.09], [-0.04, -0.12, 0.08], [-0.12, 0.06, 0.09], [0.31, 0.05, 0.11], [-0.09, -0.15, -0.12], [-0.30, -0.33, 0.03], [-0.01, 0.21, 0.05], [0.25, -0.11, 0.10], [0.27, -0.01, 0.02], [-0.03, -0.01, -0.04], [-0.25, -0.13, 0.16], [0.01, 0.17, -0.03], [0.11, -0.05, 0.32], [0.07, 0.01, -0.18], [-0.14, -0.26, -0.28], [0.04, 0.11, -0.22], [0.05, 0.26, 0.06], [-0.08, -0.01, -0.15], [-0.01, -0.17, -0.05], [-0.02, -0.11, -0.05], [0.02, -0.07, 0.15], [-0.10, 0.21, -0.01], [-0.03, 0.09, -0.09], [0.08, 0.09, -0.17], [0.02, -0.04, -0.13], [0.04, -0.08, 0.05], [-0.08, -0.04, -0.11], [0.05, 0.14, 0.15], [0.05, -0.07, -0.08], [-0.06, 0.05, -0.05], [-0.01, 0.02, 0.00], [0.00, 0.02, 0.00], [-0.01, 0.02, -0.07], [0.05, 0.03, 0.06], [0.01, -0.04, -0.01], [0.01, -0.01, -0.06], [-0.09, 0.07, 0.06], [0.02, -0.07, 0.01], [0.01, 0.01, 0.02], [0.02, 0.00, 0.01], [-0.06, -0.08, 0.09], [-0.02, 0.03, -0.13], [0.11, 0.08, 0.16], [-0.08, -0.10, -0.03], [0.07, 0.08, -0.06], [0.01, 0.03, -0.01], [0.02, 0.02, 0.01], [0.03, 0.00, -0.07], [0.03, -0.02, 0.07], [-0.04, -0.03, -0.01], [0.00, -0.01, -0.05], [0.03, 0.08, 0.02], [-0.06, -0.03, 0.00], [0.00, 0.00, 0.02], [0.00, -0.02, 0.02]],
  "mulliken_charge": [-1.437, 0.016, -0.777, -0.437, 0.448, 0.595, -0.965, -0.842, -0.959, -0.352, -0.777, -0.678, 0.292, 1.442, -1.038, 0.070, -1.144, -0.478, 0.439, 0.383, -1.547, -0.075, -0.773, -0.587, 0.365, -2.225, 1.030, -1.791, -0.271, -1.289, 0.674, -0.186, -0.788, -0.518, -0.631, -0.046, 0.462, -0.077, 0.197, 0.275, -0.499, -0.236, 1.320, -1.651, -0.483, 0.354, 0.408, 0.338, 0.046, 0.357, 0.384, 0.317, 0.559, 0.296, 0.482, 0.588, 0.464, 0.418, 0.400, 0.261, 0.337, 0.281, 0.485, 0.852, 0.616, 0.452, -0.146, 0.466, 0.239, 0.239, 0.258, 0.724, 0.244, 0.224, 0.329, 0.489, 0.416, 0.497, 0.446, 0.373, 0.405, 0.409, 0.392, 0.350, 0.140, 0.341, -0.830, -0.447, -0.389, -0.311, -1.078, 0.288, 0.216, 0.276, 0.349, 0.321, 0.359, 0.301, 0.313, 0.406, 0.232, -1.072, -0.370, -0.349, -0.289, -1.103, 0.306, 0.383, 0.272, 0.323, 0.318, 0.297, 0.338, 0.266, 0.394, 0.299],
  "homo_lumo_gap_ha": 0.28394,
  "smiles": "CCCNc1c(CCCOC)cc2c(c1I)C(=O)c1c(CCCN)c(C[C@@H](C)OCc3ccccc3)c(S)c(P(O)Cl)c1C2=O.CCOCC.CCOCC",
  "de_lowest_kj_mol": 0.00,
  "charge": 0,
  "e_homo_ev": -8.104,
  "lumo_energy_ev": -0.38
}

---

Record 3
{
  "formula": "C3HO3S",
  "method": "wB97M-V/def2-TZVPD",
  "symbols": ["O", "C", "O", "C", "S", "C", "O", "H"],
  "xyz": [[0.3890, -2.1127, -0.0843], [0.9840, -1.0792, -0.1227], [2.1690, -0.7682, -0.1883], [0.0587, 0.3810, -0.1259], [-1.3942, 0.6481, -1.1968], [-1.1955, 0.7232, 0.5300], [-1.9356, 0.9210, 1.4704], [0.9246, 1.2869, -0.2824]],
  "forces_ev_per_a": [[-1.58, -1.84, 0.09], [0.31, 2.57, -0.05], [0.60, 0.20, 0.04], [3.52, 1.83, 0.30], [-0.77, -0.14, -1.14], [-0.97, 0.06, 0.71], [1.50, -0.25, -0.70], [-2.61, -2.43, 0.77]],
  "mulliken_charge": [-0.613, 0.592, -0.676, -0.027, -0.225, 0.263, -0.539, 0.225],
  "homo_lumo_gap_ha": 0.28850,
  "smiles": "O=C([O-])[C@H]1SC1=O",
  "de_lowest_kj_mol": 93.30,
  "charge": -1,
  "e_homo_ev": -4.481,
  "lumo_energy_ev": 3.37
}